Record 1
{
  "formula": "C16H24N2O8",
  "method": "ωB97M-V/def2-TZVPD",
  "total_charge": 0,
  "smiles": "CC(C)(C)OC(=O)N[C@@H](CCNC=C1C(=O)OC(C)(C)OC1=O)C(=O)O",
  "e_lumo_ev": 0.5,
  "e_tot_ha": -1335.629545,
  "species": ["C", "H", "H", "H", "C", "C", "H", "H", "H", "C", "H", "H", "H", "O", "C", "O", "N", "H", "C", "C", "O", "O", "H", "H", "C", "H", "H", "C", "N", "C", "C", "C", "O", "O", "C", "C", "H", "H", "H", "C", "H", "H", "H", "O", "C", "O", "H", "H", "H", "H"],
  "xyz": [[-1.57, -3.60, 0.82], [-1.42, -4.62, 0.49], [-2.60, -3.32, 0.64], [-1.36, -3.54, 1.88], [-0.63, -2.67, 0.04], [-0.91, -2.71, -1.46], [-0.71, -3.70, -1.84], [-1.95, -2.47, -1.65], [-0.28, -1.99, -1.97], [0.83, -3.05, 0.31], [1.48, -2.42, -0.29], [1.07, -2.92, 1.36], [0.99, -4.08, 0.03], [-0.75, -1.31, 0.54], [-1.91, -0.67, 0.41], [-2.95, -1.11, -0.02], [-1.79, 0.63, 0.80], [-0.97, 0.91, 1.32], [-2.97, 1.47, 0.85], [-3.97, 1.03, -0.23], [-5.13, 0.84, 0.00], [-3.46, 1.04, -1.47], [-4.12, 0.68, -2.08], [-3.50, 1.34, 1.81], [-2.62, 2.96, 0.70], [-2.05, 3.27, 1.58], [-3.55, 3.52, 0.69], [-1.81, 3.32, -0.56], [-0.43, 2.94, -0.45], [0.10, 1.85, -0.97], [1.38, 1.42, -0.70], [2.26, 2.18, 0.18], [1.96, 3.24, 0.69], [3.49, 1.68, 0.39], [3.72, 0.30, 0.17], [3.16, -0.49, 1.36], [3.45, -1.54, 1.26], [3.57, -0.09, 2.28], [2.08, -0.42, 1.38], [5.23, 0.12, 0.03], [5.45, -0.92, -0.17], [5.72, 0.45, 0.94], [5.58, 0.73, -0.80], [3.14, -0.17, -1.03], [1.89, 0.25, -1.39], [1.31, -0.34, -2.27], [-0.51, 1.26, -1.64], [0.18, 3.47, 0.18], [-1.86, 4.40, -0.70], [-2.24, 2.83, -1.43]],
  "nbo_charge": [-0.6448, 0.2148, 0.2419, 0.2087, 0.2786, -0.6608, 0.2138, 0.2322, 0.2460, -0.6214, 0.2235, 0.2094, 0.2175, -0.5316, 0.9100, -0.6509, -0.6421, 0.4118, -0.1401, 0.8164, -0.5836, -0.7105, 0.5081, 0.2185, -0.4056, 0.2140, 0.2332, -0.2336, -0.5445, 0.2271, -0.5015, 0.7853, -0.6336, -0.5080, 0.5314, -0.6598, 0.2244, 0.2253, 0.2225, -0.6224, 0.2235, 0.2225, 0.2293, -0.5186, 0.8017, -0.6080, 0.2396, 0.4437, 0.2111, 0.2358]
}

Record 2
{
  "formula": "C16H24N3O2Rb",
  "method": "ωB97M-V/def2-TZVPD",
  "total_charge": 0,
  "e_lumo_ev": 0.1,
  "e_tot_ha": -962.838183,
  "species": ["Rb", "C", "C", "C", "C", "C", "C", "C", "C", "C", "C", "H", "H", "H", "H", "H", "H", "H", "H", "H", "H", "H", "H", "H", "H", "C", "O", "C", "C", "O", "C", "H", "H", "H", "H", "H", "H", "H", "H", "H", "H", "N", "C", "N", "C", "N"],
  "xyz": [[-9.43, 6.87, 13.98], [-10.37, 7.17, 19.70], [-10.79, 7.06, 18.22], [-11.36, 5.70, 17.76], [-9.62, 7.54, 17.40], [-8.38, 6.79, 17.34], [-7.32, 7.24, 16.59], [-7.34, 8.44, 15.92], [-6.12, 8.95, 15.17], [-8.46, 9.24, 15.99], [-9.60, 8.78, 16.70], [-11.01, 6.59, 20.43], [-10.39, 8.25, 19.95], [-9.37, 6.83, 19.77], [-11.58, 7.86, 18.06], [-10.61, 4.88, 17.98], [-11.65, 5.69, 16.77], [-12.32, 5.40, 18.34], [-8.20, 5.83, 17.90], [-6.42, 6.68, 16.52], [-6.37, 9.72, 14.42], [-5.46, 8.18, 14.66], [-5.40, 9.45, 15.79], [-8.54, 10.18, 15.54], [-10.51, 9.34, 16.53], [-9.32, 3.87, 12.38], [-8.17, 4.61, 12.73], [-7.66, 5.25, 11.54], [-6.81, 6.40, 12.03], [-7.61, 7.56, 12.33], [-7.90, 8.41, 11.22], [-10.22, 4.61, 12.34], [-9.39, 3.14, 13.19], [-9.26, 3.26, 11.48], [-8.39, 5.70, 10.92], [-6.97, 4.57, 11.05], [-5.98, 6.71, 11.34], [-6.32, 6.09, 12.92], [-8.66, 9.13, 11.65], [-8.16, 7.87, 10.28], [-6.99, 8.96, 10.89], [-10.62, 6.57, 11.57], [-10.92, 7.72, 11.53], [-11.36, 8.94, 11.53], [-10.84, 9.69, 12.55], [-10.51, 10.33, 13.49]],
  "nbo_charge": [0.9362, -0.5989, -0.2414, -0.6002, -0.0365, -0.1805, -0.2478, -0.0536, -0.6355, -0.2007, -0.2257, 0.2134, 0.2187, 0.2030, 0.2053, 0.2042, 0.2045, 0.2172, 0.2137, 0.2124, 0.2283, 0.2145, 0.2227, 0.2398, 0.2308, -0.2877, -0.5704, -0.1202, -0.0854, -0.5962, -0.2634, 0.2187, 0.1815, 0.1826, 0.2209, 0.1798, 0.1826, 0.1957, 0.2197, 0.1853, 0.1727, -0.6669, 0.4943, -0.6949, 0.4293, -0.5219]
}